A 2-piece molecular cluster, C14H16 overall in a non-equilibrium geometry. Source: the OMol25 dataset; level of theory: wB97M-V/def2-TZVPD.

```
! RIJCOSX wB97M-V def2-TZVPD def2/J DEFGRID3
* xyz 1 2
C 2.582 2.191 -0.203
C -1.584 2.242 -1.251
C 0.740 1.923 -1.884
C -2.457 -2.665 1.071
C -0.607 1.995 -2.204
C -2.021 -1.317 1.093
C -1.517 -3.706 0.887
C 1.128 2.178 -0.562
C 1.649 -1.695 0.369
C 0.240 -2.013 0.612
C -0.724 -0.985 0.849
C 0.145 2.362 0.399
C -1.209 2.383 0.079
C -0.205 -3.388 0.716
H 1.983 -1.898 -0.654
H -2.623 2.302 -1.543
H 0.549 -4.147 0.520
H -1.759 -4.760 0.872
H 3.046 3.164 -0.395
H 0.477 2.469 1.431
H 1.825 -0.626 0.527
H -1.904 2.670 0.859
H 3.189 1.483 -0.772
H 1.450 1.604 -2.627
H -0.915 1.866 -3.234
H -2.698 -0.505 1.317
H -0.387 0.036 0.710
H 2.762 2.042 0.864
H -3.499 -2.964 1.133
H 2.341 -2.242 1.021
*
```

Relative energy (zero: lowest compared OMol25 entry of this formula, charge and spin) (kcal per mole): 0.0
Orbital gap (alpha / beta) (hartree): 0.2839 / 0.1453